(1)
7
Properties=species:S:1:pos:R:3:mulliken_charge:R:1 method="wB97M-V/def2-TZVPD" orbital_gap_ev=8.2 de_lowest_kcal_mol=62.6 spin_multiplicity=1 smiles=C#[PH]P largest_force_ev_per_a=1.7 e_lumo_ev=-0.7 homo_energy_ev=-8.864
C -1.757 -0.010 0.242 -0.323
P -0.480 -0.418 -0.764 0.020
P 1.604 -0.004 -0.172 -0.130
H -1.258 -0.126 1.207 0.154
H -0.705 0.206 -2.077 0.103
H 1.087 1.130 0.545 0.090
H 1.509 -0.776 1.017 0.086

(2)
238
Properties=species:S:1:pos:R:3:mulliken_charge:R:1 method="wB97M-V/def2-TZVPD" orbital_gap_ev=1.2 spin_multiplicity=1 charge=+4 largest_force_ev_per_a=9.7 e_lumo_ev=-9.5 homo_energy_ev=-10.733
C 6.863 -5.369 -7.617 -1.641
C 5.571 -5.695 -6.870 1.377
C 4.347 -4.929 -7.463 -1.257
C 3.934 -5.395 -8.886 -0.697
C 3.424 -6.810 -8.736 -1.062
C 4.542 -7.813 -8.136 1.072
N 5.305 -7.175 -6.954 0.774
O 5.792 -7.970 -5.905 -0.288
C 5.545 -8.080 -9.269 -1.524
C 3.791 -9.171 -7.701 -1.600
C 5.641 -5.197 -5.413 -1.805
H 7.641 -6.064 -7.299 0.449
H 7.268 -4.435 -7.229 0.422
H 6.871 -5.416 -8.706 0.298
H 4.531 -3.857 -7.529 0.511
H 3.482 -5.006 -6.804 0.484
H 4.776 -5.433 -9.577 0.274
H 3.215 -4.730 -9.364 0.448
H 2.919 -7.163 -9.636 0.468
H 2.608 -6.857 -8.014 0.453
H 6.002 -7.206 -9.732 0.309
H 5.105 -8.690 -10.058 0.410
H 6.417 -8.625 -8.908 0.411
H 4.483 -9.853 -7.207 0.418
H 3.352 -9.642 -8.581 0.399
H 2.964 -9.224 -6.993 0.415
H 6.566 -5.486 -4.914 0.391
H 4.786 -5.548 -4.836 0.490
H 5.657 -4.108 -5.357 0.433
C -5.806 -5.680 4.307 -1.550
C -5.517 -5.053 2.921 1.219
C -4.027 -5.203 2.486 -1.149
C -3.785 -6.589 1.991 -0.785
C -4.743 -6.987 0.895 -1.225
C -6.201 -6.955 1.204 1.291
N -6.503 -5.655 1.877 0.677
O -7.817 -5.446 2.206 -0.236
C -6.565 -8.068 2.208 -1.400
C -7.000 -7.091 -0.192 -1.613
C -5.703 -3.469 2.903 -1.746
H -6.869 -5.914 4.369 0.396
H -5.511 -5.078 5.166 0.426
H -5.270 -6.614 4.473 0.345
H -3.410 -4.905 3.334 0.540
H -3.699 -4.555 1.674 0.437
H -3.945 -7.138 2.919 0.310
H -2.737 -6.758 1.739 0.449
H -4.534 -8.029 0.651 0.548
H -4.499 -6.498 -0.048 0.368
H -6.141 -7.999 3.210 0.332
H -6.096 -9.000 1.891 0.407
H -7.632 -8.149 2.417 0.389
H -8.042 -7.154 0.122 0.424
H -6.791 -7.916 -0.873 0.343
H -6.912 -6.180 -0.785 0.456
H -6.679 -3.123 3.246 0.440
H -5.720 -3.014 1.912 0.485
H -4.974 -3.020 3.577 0.416
C -6.347 6.287 -3.375 -1.410
C -6.426 4.766 -3.197 1.213
C -7.904 4.357 -2.923 -1.363
C -8.869 4.204 -4.053 -0.853
C -8.209 3.356 -5.208 -1.453
C -6.778 3.695 -5.645 1.497
N -5.899 4.089 -4.428 0.801
O -4.492 4.146 -4.604 -0.255
C -6.808 4.906 -6.559 -1.701
C -6.182 2.391 -6.265 -1.638
C -5.562 4.402 -1.988 -1.697
H -5.269 6.428 -3.447 0.497
H -6.742 6.856 -2.533 0.349
H -6.886 6.551 -4.285 0.310
H -8.291 4.933 -2.082 0.547
H -7.898 3.427 -2.355 0.494
H -9.079 5.159 -4.535 0.359
H -9.815 3.829 -3.663 0.413
H -8.931 3.364 -6.024 0.524
H -8.278 2.317 -4.888 0.576
H -7.389 5.767 -6.227 0.363
H -7.116 4.553 -7.543 0.438
H -5.795 5.297 -6.659 0.455
H -5.657 1.702 -5.604 0.378
H -5.436 2.689 -7.002 0.447
H -6.998 1.871 -6.767 0.419
H -4.614 4.919 -2.140 0.497
H -5.344 3.354 -1.781 0.402
H -5.988 4.811 -1.072 0.393
C -4.529 10.373 7.407 -1.477
C -3.034 10.190 6.936 1.021
C -2.659 8.661 6.793 -1.046
C -3.152 8.020 5.508 -0.736
C -2.578 8.678 4.276 -1.022
C -2.924 10.159 4.200 1.160
N -2.762 10.897 5.565 0.810
O -2.353 12.237 5.563 -0.242
C -4.361 10.397 3.787 -1.561
C -1.953 10.762 3.151 -1.758
C -2.082 10.829 7.960 -1.683
H -4.719 9.991 8.411 0.423
H -5.166 9.853 6.691 0.357
H -4.786 11.432 7.415 0.400
H -3.137 8.207 7.661 0.503
H -1.591 8.517 6.950 0.418
H -4.218 8.240 5.551 0.328
H -3.020 6.940 5.443 0.396
H -2.885 8.166 3.364 0.536
H -1.490 8.604 4.279 0.398
H -5.209 10.301 4.466 0.312
H -4.665 9.885 2.874 0.424
H -4.540 11.434 3.502 0.444
H -0.916 10.491 3.347 0.421
H -1.934 11.848 3.235 0.458
H -2.013 10.444 2.109 0.437
H -2.367 11.850 8.211 0.409
H -1.057 10.902 7.595 0.466
H -2.054 10.196 8.848 0.405
C 2.010 1.283 14.732 -0.968
C 2.113 2.862 14.656 -0.654
N 2.991 3.335 13.640 0.186
C 4.349 3.538 13.735 -0.269
C 4.801 3.986 12.455 -0.377
N 3.714 3.875 11.587 0.124
C 2.605 3.672 12.338 -0.236
C 3.772 4.060 10.093 -0.787
H 1.146 1.029 15.345 0.351
H 2.958 0.845 15.046 0.331
H 1.757 0.933 13.731 0.327
H 2.435 3.310 15.596 0.383
H 1.105 3.235 14.476 0.354
H 4.904 3.302 14.631 0.437
H 5.767 4.216 12.032 0.396
H 1.611 3.567 11.929 0.419
H 3.129 4.910 9.865 0.333
H 3.376 3.173 9.598 0.376
H 4.751 4.276 9.665 0.275
C -4.034 -3.741 -12.735 -1.112
C -2.731 -4.273 -12.099 -0.459
N -2.942 -4.852 -10.830 0.194
C -3.075 -4.109 -9.666 -0.461
C -3.354 -4.940 -8.564 -0.413
N -3.249 -6.237 -9.098 0.154
C -3.025 -6.162 -10.439 -0.131
C -3.443 -7.454 -8.323 -0.815
H -4.594 -4.661 -12.902 0.338
H -3.914 -3.171 -13.656 0.355
H -4.671 -3.204 -12.033 0.356
H -2.131 -3.363 -12.079 0.319
H -2.316 -4.981 -12.816 0.321
H -3.059 -3.036 -9.787 0.475
H -3.612 -4.741 -7.534 0.506
H -3.127 -7.051 -11.043 0.391
H -4.106 -7.302 -7.471 0.315
H -2.448 -7.827 -8.082 0.333
H -3.913 -8.263 -8.882 0.334
C 12.149 -3.122 7.310 -1.036
C 11.241 -2.955 8.516 -0.481
N 9.862 -3.280 8.234 0.182
C 9.266 -4.471 8.605 -0.255
C 8.008 -4.530 8.084 -0.437
N 7.769 -3.356 7.408 0.078
C 8.924 -2.575 7.472 -0.132
C 6.577 -3.028 6.526 -0.810
H 12.286 -4.177 7.071 0.326
H 13.119 -2.639 7.430 0.361
H 11.657 -2.724 6.422 0.325
H 11.248 -1.927 8.877 0.345
H 11.617 -3.567 9.336 0.299
H 9.837 -5.181 9.186 0.414
H 7.259 -5.306 8.013 0.446
H 9.102 -1.625 6.989 0.373
H 6.533 -1.950 6.373 0.313
H 5.735 -3.369 7.128 0.351
H 6.644 -3.680 5.655 0.335
C 1.414 2.187 2.110 -1.104
C 0.119 1.661 1.488 -0.491
N 0.397 0.647 0.517 0.266
C 0.872 -0.656 0.752 -0.452
C 0.749 -1.439 -0.402 -0.371
N 0.228 -0.625 -1.381 0.165
C 0.126 0.675 -0.808 -0.356
C -0.160 -0.991 -2.739 -0.839
H 1.262 2.802 2.997 0.337
H 1.711 2.842 1.291 0.357
H 2.155 1.435 2.379 0.350
H -0.375 2.517 1.029 0.316
H -0.528 1.156 2.206 0.398
H 1.143 -0.907 1.767 0.466
H 0.970 -2.490 -0.520 0.495
H -0.343 1.521 -1.289 0.421
H -0.215 -2.060 -2.945 0.323
H 0.425 -0.424 -3.463 0.381
H -1.185 -0.662 -2.910 0.339
C 7.029 3.339 -3.537 -1.134
C 7.228 4.733 -2.923 -0.412
N 7.243 4.762 -1.438 0.160
C 6.440 5.583 -0.649 -0.373
C 6.750 5.353 0.687 -0.331
N 7.732 4.374 0.703 0.147
C 8.043 3.947 -0.619 -0.186
C 8.371 3.842 1.861 -0.780
H 6.955 3.289 -4.624 0.375
H 6.019 3.088 -3.213 0.331
H 7.644 2.492 -3.233 0.330
H 6.605 5.492 -3.397 0.392
H 8.250 5.014 -3.176 0.297
H 5.808 6.367 -1.038 0.472
H 6.334 5.775 1.589 0.439
H 8.863 3.309 -0.914 0.336
H 8.509 4.639 2.591 0.345
H 9.235 3.321 1.449 0.256
H 7.743 3.036 2.240 0.335
C 1.542 -9.660 -1.790 -0.757
C 0.557 -8.768 -2.623 0.558
O 0.882 -7.591 -2.968 -0.688
O -0.597 -9.212 -2.720 -0.657
H 2.608 -9.615 -2.014 0.262
H 1.350 -10.718 -1.968 0.274
H 1.351 -9.455 -0.737 0.177
B 0.562 7.284 -1.970 0.594
F 1.363 8.309 -1.319 -0.448
F 1.172 6.867 -3.107 -0.381
F 0.345 6.274 -1.098 -0.375
F -0.654 7.792 -2.305 -0.390
B 0.890 1.146 -9.291 0.610
F 1.915 1.235 -8.368 -0.428
F 1.162 0.239 -10.292 -0.413
F -0.212 0.811 -8.549 -0.414
F 0.768 2.335 -9.876 -0.356
B -0.272 0.325 7.441 0.573
F -1.379 -0.340 7.002 -0.382
F -0.188 0.415 8.791 -0.389
F 0.788 -0.412 7.026 -0.403
F -0.246 1.599 6.977 -0.400
B -6.132 -1.829 -2.539 0.546
F -6.259 -2.152 -3.912 -0.411
F -5.055 -2.537 -1.993 -0.420
F -5.986 -0.513 -2.358 -0.323
F -7.342 -2.099 -1.977 -0.391